C3H2NOP in the gas phase at a distorted geometry, computed with ωB97M-V with the def2-TZVPD basis set.

Each line ends with the Löwdin charge.
Element x y z (Å)
C1 -0.300754 0.714135 0.251011  -0.30
C2 0.584927 -0.266484 0.305286  0.20
C3 -0.033193 1.909793 2.074474  -0.87
N1 -0.731388 1.732168 1.025571  0.05
O1 -0.028239 2.929108 2.828551  -0.27
P1 1.138932 1.681467 3.250415  0.97
H1 -1.380681 0.514804 -0.167602  0.17
H2 0.909643 -1.139565 -0.304534  0.05

Atoms 1-2, force components in eV/Å:
C -3.68 -1.12 0.37
C -0.02 -0.44 -0.86

LUMO level (spin up / spin down) (eV): -2.71 / -3.05
ΔE to the lowest compared entry with this formula, charge and spin (eV): 6.186
F_max (eV/A): 4.2
HOMO-LUMO gap (spin up / spin down) (eV): 4.632 / 4.191